Formula: C11H18N4O5
Source: OMol25
Level of theory: the ωB97M-V functional and the def2-TZVPD basis

Last columns: bonded neighbours and bond lengths (Å).
Element x y z (Å)
1 O -4.6735 -4.3877 0.8763  C6 1.219
2 O -5.2255 -0.0040 0.9984  C7 1.213
3 O 0.2339 4.5843 -1.8399  C8 1.219
4 O -0.0017 0.3492 0.3184  C9 1.228
5 O 3.4339 3.2175 0.5284  C19 1.412, H21 0.963
6 C -4.1706 -3.2922 1.0562  O1 1.219, C11 1.469, N12 1.362
7 C -4.4880 -0.9597 1.1131  O2 1.213, N12 1.358, N13 1.372
8 C 1.0675 3.7004 -1.7359  O3 1.219, N15 1.332, C16 1.517
9 C 1.1220 0.3451 -0.1770  O4 1.228, N14 1.338, C20 1.538
10 C -2.2516 -1.8257 1.4167  C11 1.380, N13 1.397, H22 1.089
11 C -2.7299 -3.1129 1.2803  C6 1.469, C10 1.380, C17 1.509
12 N -5.0035 -2.2145 1.0417  C6 1.362, C7 1.358, H23 1.008
13 N -3.1512 -0.7599 1.3461  C7 1.372, C10 1.397, H24 1.017
14 N 1.7263 -0.8222 -0.4258  C9 1.338, C18 1.464, H25 1.009
15 N 0.9127 2.7420 -0.8236  C8 1.332, C20 1.473, H26 1.010
16 C 2.2728 3.6980 -2.6564  C8 1.517, H27 1.089, H28 1.087, H29 1.088
17 C -1.8016 -4.3008 1.3504  C11 1.509, H30 1.094, H31 1.095, H32 1.095
18 C 3.0650 -1.0306 -0.9809  N14 1.464, H33 1.092, H34 1.091, H35 1.091
19 C 2.6626 2.0615 0.7777  O5 1.412, C20 1.534, H36 1.091, H37 1.090
20 C 1.8531 1.6670 -0.4637  C9 1.538, N15 1.473, C19 1.534, H38 1.087
21 H 2.8470 3.9811 0.5160  O5 0.963
22 H -1.1905 -1.6373 1.5716  C10 1.089
23 H -5.9603 -2.3358 0.7471  N12 1.008
24 H -2.8159 0.1941 1.2408  N13 1.017
25 H 1.1752 -1.6413 -0.2190  N14 1.009
26 H 0.0370 2.7660 -0.3207  N15 1.010
27 H 2.1987 4.5501 -3.3305  C16 1.089
28 H 3.1877 3.7810 -2.0746  C16 1.087
29 H 2.2814 2.7811 -3.2417  C16 1.088
30 H -0.7673 -3.9860 1.5204  C17 1.094
31 H -1.8425 -4.8662 0.4137  C17 1.095
32 H -2.1012 -4.9630 2.1691  C17 1.095
33 H 3.1068 -0.6711 -2.0109  C18 1.092
34 H 3.3057 -2.0951 -0.9756  C18 1.091
35 H 3.8151 -0.5066 -0.3859  C18 1.091
36 H 1.9873 2.2467 1.6146  C19 1.091
37 H 3.3339 1.2458 1.0475  C19 1.090
38 H 2.5490 1.5015 -1.2825  C20 1.087

Calculated values
SMILES: CNC(=O)[C@H](CO)NC(C)=O.Cc1c[nH]c(=O)[nH]c1=O
HOMO level, eV: -8.898
2S+1: 1
Kohn-Sham gap, eV: 9.027

***

Formula: C6H34N12O11
Source: OMol25
Level of theory: the ωB97M-V functional and the def2-TZVPD basis

Last columns: bonded neighbours and bond lengths (Å).
Element x y z (Å)
1 O -3.3155 0.7689 1.5957  H2 0.964, H3 0.963
2 H -3.0873 -0.1047 1.2571  O1 0.964
3 H -4.0485 0.6169 2.2009  O1 0.963
4 O 2.0894 -1.3306 -2.6298  H5 0.975, H6 0.961
5 H 1.3222 -0.8353 -2.9711  O4 0.975
6 H 2.5748 -1.6137 -3.4098  O4 0.961
7 O -0.5268 -0.1503 -0.1635  H8 0.965, H9 0.972
8 H -0.0432 -0.9407 0.1071  O7 0.965
9 H -0.6550 -0.2729 -1.1187  O7 0.972
10 O -2.1202 -2.8384 -1.6414  H11 0.959, H12 0.963
11 H -1.2724 -3.1277 -1.2983  O10 0.959
12 H -2.5596 -3.6447 -1.9320  O10 0.963
13 O 1.0698 -2.4214 -0.2739  H14 0.977, H15 0.961
14 H 1.4563 -1.9273 -1.0226  O13 0.977
15 H 0.8325 -3.2741 -0.6485  O13 0.961
16 C -2.4897 -3.8769 1.8376  O17 1.219, N18 1.371, N19 1.367
17 O -3.3747 -3.5838 2.6223  C16 1.219
18 N -2.5830 -4.8760 0.9042  C16 1.371, H20 1.007, H21 1.001
19 N -1.3478 -3.1355 1.7174  C16 1.367, H22 1.006, H23 1.000
20 H -1.7131 -5.2347 0.5465  N18 1.007
21 H -3.3819 -5.3750 0.5661  N18 1.001
22 H -1.4124 -2.2472 2.1845  N19 1.006
23 H -0.8296 -3.1611 0.8623  N19 1.000
24 C 0.9182 1.8832 2.8733  O25 1.226, N26 1.358, N27 1.367
25 O 1.2336 3.0586 2.7236  C24 1.226
26 N -0.2305 1.3708 2.3610  C24 1.358, H28 1.002, H29 1.001
27 N 1.6719 0.9830 3.5743  C24 1.367, H30 1.004, H31 1.002
28 H -0.8716 1.9919 1.9055  N26 1.002
29 H -0.3674 0.3807 2.4066  N26 1.001
30 H 1.2792 0.1307 3.9313  N27 1.004
31 H 2.5657 1.2695 3.9256  N27 1.002
32 C -1.9119 3.8298 -0.6096  O33 1.224, N34 1.371, N35 1.355
33 O -1.9349 4.9631 -1.0706  C32 1.224
34 N -2.7819 3.3834 0.3520  C32 1.371, H36 1.008, H37 1.003
35 N -0.9478 2.9233 -0.9020  C32 1.355, H38 1.005, H39 1.003
36 H -2.7484 2.4190 0.6445  N34 1.008
37 H -3.5886 3.9595 0.5079  N34 1.003
38 H -0.1662 3.2496 -1.4426  N35 1.005
39 H -1.0422 1.9696 -0.6045  N35 1.003
40 C -1.5283 0.2916 -3.4810  O41 1.242, N42 1.348, N43 1.361
41 O -0.4162 -0.0086 -3.0162  C40 1.242
42 N -2.6273 -0.4803 -3.3712  C40 1.348, H44 1.001, H45 1.012
43 N -1.6943 1.4641 -4.1522  C40 1.361, H46 1.005, H47 1.008
44 H -3.4913 -0.0956 -3.7004  N42 1.001
45 H -2.5272 -1.2936 -2.7781  N42 1.012
46 H -2.5511 1.8236 -4.5362  N43 1.005
47 H -1.0706 2.2196 -3.9140  N43 1.008
48 C 3.4905 -1.2393 2.5824  O49 1.220, N50 1.381, N51 1.359
49 O 2.6898 -1.7652 3.3379  C48 1.220
50 N 3.1590 -0.9206 1.2798  C48 1.381, H52 1.012, H53 1.004
51 N 4.7496 -0.8574 2.9223  C48 1.359, H54 1.003, H55 1.003
52 H 2.2953 -1.4109 1.0865  N50 1.012
53 H 3.8086 -0.8008 0.5240  N50 1.004
54 H 5.0584 -0.7772 3.8735  N51 1.003
55 H 5.3819 -0.4988 2.2315  N51 1.003
56 C 2.8154 2.6259 -1.4062  O57 1.229, N58 1.362, N59 1.356
57 O 3.5848 3.1813 -2.1877  C56 1.229
58 N 1.8184 1.8169 -1.8598  C56 1.362, H60 1.001, H61 1.008
59 N 2.8708 2.7516 -0.0570  C56 1.356, H62 1.002, H63 1.006
60 H 1.6454 1.6214 -2.8262  N58 1.001
61 H 1.2691 1.2654 -1.2188  N58 1.008
62 H 3.5573 3.3788 0.3177  N59 1.002
63 H 2.0506 2.5283 0.4809  N59 1.006

Calculated values
SMILES: NC(N)=O.NC(N)=O.NC(N)=O.NC(N)=O.NC(N)=O.NC(N)=O.O.O.O.O.O
HOMO level, eV: -9.249
2S+1: 1
Kohn-Sham gap, eV: 8.559

***

Formula: C32H45F6N3O10P
Source: OMol25
Level of theory: the ωB97M-V functional and the def2-TZVPD basis

Last columns: bonded neighbours and bond lengths (Å).
Element x y z (Å)
1 P -0.1485 -0.4042 0.1020  F2 1.589, F3 1.639, F4 1.678, F5 1.610, F6 1.607, F7 1.691
2 F -0.7581 -1.7347 -0.5168  P1 1.589
3 F -0.1258 0.3236 -1.3665  P1 1.639
4 F -1.6319 0.1734 0.6311  P1 1.678
5 F 0.5444 0.8562 0.8257  P1 1.610
6 F -0.0233 -1.1311 1.5297  P1 1.607
7 F 1.4523 -0.9001 -0.1241  P1 1.691
8 O 2.6582 -4.4982 0.8869  C9 1.230
9 C 1.5498 -5.0272 0.8192  O8 1.230, O10 1.349, C13 1.482
10 O 1.2282 -5.9513 -0.1094  C9 1.349, C11 1.437
11 C -0.1973 -6.1245 -0.1706  O10 1.437, C12 1.582, H14 1.090, H15 1.090
12 C -0.7613 -4.7197 0.2891  C11 1.582, C13 1.514, H16 1.090, H17 1.090
13 C 0.2759 -4.5088 1.3710  C9 1.482, C12 1.514, H18 1.090, H19 1.090
14 H -0.5468 -6.9866 0.3975  C11 1.090
15 H -0.4728 -6.2743 -1.2146  C11 1.090
16 H -1.7733 -4.9046 0.6495  C12 1.090
17 H -0.8142 -3.9831 -0.5125  C12 1.090
18 H 0.0736 -4.8594 2.3831  C13 1.090
19 H 0.3883 -3.4435 1.5726  C13 1.090
20 O 3.5866 4.1675 -0.7270  C21 1.205
21 C 2.6109 4.0476 -1.4231  O20 1.205, O22 1.387, C25 1.480
22 O 2.4231 4.8933 -2.5062  C21 1.387, C23 1.401
23 C 1.1791 4.6359 -3.0972  O22 1.401, C24 1.466, H26 1.090, H27 1.090
24 C 0.8861 3.2206 -2.8514  C23 1.466, C25 1.626, H28 1.090, H29 1.090
25 C 1.5686 2.9975 -1.3923  C21 1.480, C24 1.626, H30 1.090, H31 1.090
26 H 1.3628 4.7500 -4.1655  C23 1.090
27 H 0.3077 5.1752 -2.7257  C23 1.090
28 H 1.2498 2.5412 -3.6222  C24 1.090
29 H -0.2001 3.2154 -2.7602  C24 1.090
30 H 2.1190 2.1080 -1.0858  C25 1.090
31 H 0.8226 3.1804 -0.6190  C25 1.090
32 O 5.8791 2.0926 2.4476  C33 1.199
33 C 4.7445 2.0392 2.8324  O32 1.199, O34 1.298, C37 1.532
34 O 4.4009 1.6533 4.0232  C33 1.298, C35 1.398
35 C 3.0282 1.8244 4.2221  O34 1.398, C36 1.502, H38 1.090, H39 1.090
36 C 2.3274 1.9426 2.8986  C35 1.502, C37 1.512, H40 1.090, H41 1.090
37 C 3.4803 2.5604 2.1410  C33 1.532, C36 1.512, H42 1.090, H43 1.090
38 H 3.1293 2.7820 4.7328  C35 1.090
39 H 2.4557 1.1258 4.8322  C35 1.090
40 H 1.4042 2.5209 2.8623  C36 1.090
41 H 1.9225 0.9720 2.6121  C36 1.090
42 H 3.5061 3.6441 2.2556  C37 1.090
43 H 3.3116 2.4361 1.0714  C37 1.090
44 O -6.9965 3.6659 1.2102  C45 1.260
45 C -5.9826 2.9592 1.4563  O44 1.260, O46 1.387, C49 1.490
46 O -5.7755 1.6961 0.9212  C45 1.387, C47 1.381
47 C -4.5234 1.1763 1.1838  O46 1.381, C48 1.474, H50 1.090, H51 1.090
48 C -3.8987 2.0368 2.2053  C47 1.474, C49 1.557, H52 1.090, H53 1.090
49 C -4.7555 3.3373 2.2119  C45 1.490, C48 1.557, H54 1.090, H55 1.090
50 H -3.8623 0.8918 0.3652  C47 1.090
51 H -4.5396 0.1798 1.6252  C47 1.090
52 H -2.8207 2.1701 2.1149  C48 1.090
53 H -3.8061 1.4841 3.1402  C48 1.090
54 H -4.2076 4.1290 1.7009  C49 1.090
55 H -4.9484 3.5716 3.2588  C49 1.090
56 O 3.3907 -2.6223 -4.3641  C57 1.265
57 C 2.3027 -3.1855 -4.0505  O56 1.265, O58 1.319, C61 1.510
58 O 2.0947 -4.4564 -4.3380  C57 1.319, C59 1.462
59 C 0.7880 -4.9598 -3.9177  O58 1.462, C60 1.587, H62 1.090, H63 1.090
60 C -0.0681 -3.6616 -3.5987  C59 1.587, C61 1.554, H64 1.090, H65 1.090
61 C 1.0681 -2.6218 -3.3893  C57 1.510, C60 1.554, H66 1.090, H67 1.090
62 H 0.9022 -5.5833 -3.0309  C59 1.090
63 H 0.2184 -5.5826 -4.6074  C59 1.090
64 H -0.7874 -3.8385 -2.7992  C60 1.090
65 H -0.5639 -3.5909 -4.5669  C60 1.090
66 H 1.2450 -2.5805 -2.3145  C61 1.090
67 H 0.9315 -1.6351 -3.8318  C61 1.090
68 N -3.3241 5.2657 -1.4988  C69 1.389, C72 1.319, H73 1.010
69 C -2.2416 4.5359 -1.0230  N68 1.389, C70 1.395, H74 1.080
70 C -2.5138 3.2083 -1.3537  C69 1.395, C71 1.409, H75 1.080
71 C -3.8938 3.1627 -1.6355  C70 1.409, C72 1.342, H76 1.080
72 C -4.3180 4.4321 -1.7391  N68 1.319, C71 1.342, H77 1.080
73 H -3.4001 6.2702 -1.4267  N68 1.010
74 H -1.4091 4.9901 -0.5063  C69 1.080
75 H -1.9599 2.3146 -1.1067  C70 1.080
76 H -4.5305 2.3148 -1.8407  C71 1.080
77 H -5.2806 4.7558 -2.1066  C72 1.080
78 N -2.6994 -1.7676 2.2759  C79 1.359, C82 1.365, H83 1.010
79 C -3.4808 -2.8011 1.8643  N78 1.359, C80 1.415, H84 1.080
80 C -4.3677 -3.0126 2.9458  C79 1.415, C81 1.413, H85 1.080
81 C -3.9996 -2.1585 4.0098  C80 1.413, C82 1.314, H86 1.080
82 C -2.9000 -1.5595 3.6099  N78 1.365, C81 1.314, H87 1.080
83 H -2.0628 -1.1764 1.7608  N78 1.010
84 H -3.3893 -3.1229 0.8374  C79 1.080
85 H -5.2367 -3.6395 3.0809  C80 1.080
86 H -4.5523 -2.0471 4.9310  C81 1.080
87 H -2.3425 -0.8675 4.2237  C82 1.080
88 N 4.2987 -1.0068 -0.7830  C89 1.346, C92 1.306, H93 1.010
89 C 5.1869 -1.9609 -1.1202  N88 1.346, C90 1.380, H94 1.080
90 C 6.4299 -1.3630 -1.1735  C89 1.380, C91 1.400, H95 1.080
91 C 6.2991 0.0120 -0.9477  C90 1.400, C92 1.417, H96 1.080
92 C 4.9128 0.1419 -0.6875  N88 1.306, C91 1.417, H97 1.080
93 H 3.3456 -1.2635 -0.5691  N88 1.010
94 H 4.9113 -2.9958 -1.2596  C89 1.080
95 H 7.3009 -1.9203 -1.4856  C90 1.080
96 H 6.9926 0.8399 -0.9516  C91 1.080
97 H 4.3962 1.0114 -0.3087  C92 1.080

Calculated values
⟨S²⟩: 0.76
HOMO level (spin up / spin down), eV: -7.970 / -7.970
2S+1: 2
Kohn-Sham gap (spin up / spin down), eV: 7.984 / 3.555

***

Formula: C9H12Se
Source: OMol25
Level of theory: the ωB97M-V functional and the def2-TZVPD basis

Last columns: bonded neighbours and bond lengths (Å).
Element x y z (Å)
1 C -0.1986 0.4709 -2.9073  C2 1.391, C3 1.398, H11 1.119
2 C 1.0852 0.5991 -2.3885  C1 1.391, C4 1.401, H12 1.097
3 C -1.2219 0.0300 -2.0622  C1 1.398, C5 1.331, H13 1.173
4 C 1.3388 0.1287 -1.0935  C2 1.401, C6 1.376, H14 1.084
5 C -1.0367 -0.3677 -0.8054  C3 1.331, C6 1.448, H15 1.157
6 C 0.3275 -0.3942 -0.3199  C4 1.376, C5 1.448, C9 1.499
7 C -0.1928 1.4134 1.6621  C8 1.561, H16 1.091, H17 1.107, H18 1.043
8 C -0.1147 -0.0789 2.1125  C7 1.561, C9 1.536, H19 1.155, H20 1.083
9 C 0.5100 -0.9882 1.0441  C6 1.499, C8 1.536, Se10 1.964, H21 1.102
10 Se -0.4136 -2.7174 1.1673  C9 1.964, H22 1.546
11 H -0.5410 0.7512 -3.9349  C1 1.119
12 H 1.9276 0.8169 -3.0573  C2 1.097
13 H -2.3316 0.2181 -2.3923  C3 1.173
14 H 2.3567 0.0735 -0.7245  C4 1.084
15 H -1.9734 -0.6035 -0.1680  C5 1.157
16 H -1.0415 1.5540 0.9917  C7 1.091
17 H -0.1829 2.1065 2.5249  C7 1.107
18 H 0.6052 1.7722 1.0949  C7 1.043
19 H 0.6256 -0.1205 2.9983  C8 1.155
20 H -1.0345 -0.5563 2.4275  C8 1.083
21 H 1.5957 -1.1215 1.1756  C9 1.102
22 H -0.0890 -2.9865 2.6549  Se10 1.546

Calculated values
SMILES: CC[C@@H]([SeH])c1ccccc1
HOMO level, eV: -8.645
2S+1: 1
Kohn-Sham gap, eV: 9.383

***

Formula: C6H45N2O17
Source: OMol25
Level of theory: the ωB97M-V functional and the def2-TZVPD basis

Last columns: bonded neighbours and bond lengths (Å).
Element x y z (Å)
1 C 2.3513 -0.0424 -0.8330  C2 1.514, H9 1.091, H10 1.090, H11 1.093
2 C 1.6731 -1.2782 -0.2796  C1 1.514, N3 1.459, H12 1.085, H13 1.095
3 N 0.3404 -1.0144 0.2533  C2 1.459, C4 1.377, C7 1.322
4 C -0.3322 -1.8010 1.1623  N3 1.377, C5 1.352, H14 1.075
5 C -1.5337 -1.2125 1.3557  C4 1.352, N6 1.365, H15 1.078
6 N -1.5924 -0.1260 0.5316  C5 1.365, C7 1.329, C8 1.469
7 C -0.4237 0.0094 -0.0871  N3 1.322, N6 1.329, H16 1.076
8 C -2.7799 0.7112 0.3125  N6 1.469, H17 1.083, H18 1.084, H19 1.087
9 H 2.3956 0.7774 -0.1147  C1 1.091
10 H 1.9346 0.2965 -1.7819  C1 1.090
11 H 3.3844 -0.3143 -1.0635  C1 1.093
12 H 2.3013 -1.7827 0.4475  C2 1.085
13 H 1.5540 -1.9751 -1.1154  C2 1.095
14 H 0.1600 -2.6842 1.5282  C4 1.075
15 H -2.3978 -1.5897 1.8782  C5 1.078
16 H -0.2142 0.8158 -0.7680  C7 1.076
17 H -3.4820 0.4928 1.1084  C8 1.083
18 H -3.1591 0.4928 -0.6791  C8 1.084
19 H -2.4727 1.7535 0.3172  C8 1.087
20 O 2.3533 0.0481 -4.9902  H21 0.963, H22 0.962
21 H 2.9554 -0.6920 -4.8563  O20 0.963
22 H 1.4888 -0.3627 -5.0840  O20 0.962
23 O -1.6808 0.7995 -2.9447  H24 0.963, H25 0.963
24 H -2.1740 1.3082 -3.5975  O23 0.963
25 H -0.8004 0.7174 -3.3262  O23 0.963
26 O -3.3508 0.0624 3.8895  H27 0.964, H28 0.964
27 H -3.4642 1.0197 3.8742  O26 0.964
28 H -2.9719 -0.1221 4.7561  O26 0.964
29 O 0.4764 -5.1223 1.7396  H30 0.962, H31 0.963
30 H -0.4427 -4.8445 1.8058  O29 0.962
31 H 0.6667 -5.5343 2.5892  O29 0.963
32 O -4.7488 0.3244 -3.0562  H33 0.962, H34 0.965
33 H -4.5513 1.2262 -3.3271  O32 0.962
34 H -3.8914 -0.0817 -2.8822  O32 0.965
35 O 1.4580 -2.1917 3.9954  H36 0.963, H37 0.962
36 H 2.3083 -2.6329 4.0911  O35 0.963
37 H 0.8116 -2.8789 4.1836  O35 0.962
38 O -5.3546 -1.4009 2.6315  H39 0.964, H40 0.969
39 H -5.0054 -2.2986 2.6789  O38 0.964
40 H -4.7765 -0.8510 3.1819  O38 0.969
41 O 3.9827 2.2020 -3.2587  H42 0.965, H43 0.966
42 H 4.5217 1.6394 -2.6898  O41 0.965
43 H 3.6831 1.6152 -3.9658  O41 0.966
44 O 2.5441 3.8532 -1.3126  H45 0.983, H46 0.968
45 H 3.2796 3.4881 -0.7730  O44 0.983
46 H 2.6627 3.4116 -2.1660  O44 0.968
47 O 4.4905 2.5459 0.0144  H48 0.971, H49 0.961
48 H 4.9751 1.8039 -0.3829  O47 0.971
49 H 5.0229 2.8349 0.7607  O47 0.961
50 O -4.0336 -4.1108 2.1939  H51 0.962, H52 0.963
51 H -3.6206 -4.6356 1.5012  O50 0.962
52 H -3.6818 -4.4580 3.0204  O50 0.963
53 O -4.8096 3.1509 -0.4308  H54 0.962, H55 0.963
54 H -3.9489 3.5755 -0.3690  O53 0.962
55 H -5.4015 3.8264 -0.7775  O53 0.963
56 O -6.4829 -0.7902 -1.1218  H57 0.960, H58 0.970
57 H -6.2065 -1.6619 -1.4152  O56 0.960
58 H -5.9813 -0.1700 -1.6730  O56 0.970
59 O 1.6640 1.6625 2.2662  H60 0.966, H61 0.961
60 H 1.1265 1.9596 1.5201  O59 0.966
61 H 1.9629 2.4743 2.6856  O59 0.961
62 O 6.0958 0.8170 -1.5609  H63 0.965, H64 0.965
63 H 6.6084 0.0591 -1.2533  O62 0.965
64 H 6.5476 1.1215 -2.3572  O62 0.965
65 O 5.8714 -1.4211 0.9868  H66 0.961, H67 0.963
66 H 5.2393 -2.1188 1.1820  O65 0.961
67 H 6.0784 -1.0342 1.8435  O65 0.963
68 O 0.2465 3.0563 -0.0352  H69 0.963, H70 0.977
69 H -0.3572 3.6179 0.4625  O68 0.963
70 H 0.9082 3.6644 -0.4194  O68 0.977

Calculated values
Net charge: +1
HOMO level, eV: -12.134
2S+1: 1
Kohn-Sham gap, eV: 9.618